Density functional theory data (ωB97M-V with the def2-TZVPD basis set) for 3 unconnected molecules or ions with the total composition C20H38F3N4O4.

Energy above the lowest of the compared OMol25 structures with the same formula, charge and spin   260.69 kJ/mol
Net charge   +1
HOMO   -0.3584 Ha
Frontier orbital gap   4.571 eV
Total energy   -1604.0285 hartree
F_max   0.65 eV/A
Lowest unoccupied orbital energy   -0.1904 Ha

Element x y z (Å)
F 3.438279 4.459812 2.336064
C 3.265333 3.157412 2.506365
F 4.207381 2.450129 1.917930
C 2.268168 2.632896 3.202924
F 2.368334 1.334848 3.584776
C 1.007186 3.316715 3.601838
C 0.788356 3.276126 5.114465
N 1.914454 3.951776 5.790877
C 2.825434 3.266455 6.460912
C 3.906146 3.921422 7.039711
C 3.972019 5.277160 6.879959
C 2.937449 5.907757 6.172202
N 1.930978 5.263025 5.635752
H 1.064207 4.352780 3.264052
H 0.160324 2.845163 3.098482
H 0.749866 2.247692 5.467493
H -0.121675 3.796871 5.403453
H 2.693366 2.195264 6.528703
H 4.662560 3.360880 7.569797
H 4.784583 5.869414 7.277976
H 2.928678 6.981521 6.039109
C 2.259329 -0.711060 0.818137
O 1.067608 -0.304535 0.177126
C 1.042086 1.048662 -0.250529
C 1.180293 1.194312 -1.749987
N 2.519622 0.848925 -2.202586
C 2.667433 0.703887 -3.650433
C 1.797248 -0.316869 -4.373794
O 2.114992 -1.669470 -4.109177
C 1.639878 -2.170371 -2.877699
H 2.052865 -1.656646 1.317002
H 3.082120 -0.870009 0.113245
H 2.572338 0.022250 1.565070
H 1.817795 1.629603 0.264858
H 0.066773 1.452510 0.040832
H 0.978606 2.237618 -2.015062
H 0.396521 0.579218 -2.211327
H 2.811862 -0.009919 -1.757098
H 3.710705 0.445516 -3.844596
H 2.495068 1.683476 -4.108648
H 1.968212 -0.185239 -5.444348
H 0.727311 -0.140049 -4.204277
H 0.675275 -1.729789 -2.606878
H 2.359870 -2.012095 -2.067879
H 1.511409 -3.247423 -2.988212
C -1.820463 -2.102845 -0.938276
O -2.095405 -1.992666 -2.319339
C -1.866002 -3.176884 -3.076691
C -3.151976 -3.847175 -3.505961
N -3.854522 -4.434619 -2.374996
C -5.223831 -4.864392 -2.641379
C -6.236365 -3.842346 -3.146460
O -6.623360 -2.867909 -2.196414
C -5.725143 -1.792102 -2.026025
H -1.789094 -1.092567 -0.532495
H -2.591417 -2.666658 -0.400699
H -0.849962 -2.575879 -0.759599
H -1.225680 -3.870667 -2.522221
H -1.323914 -2.868135 -3.974917
H -2.907836 -4.638674 -4.221423
H -3.752623 -3.095172 -4.035168
H -3.862106 -3.775164 -1.608971
H -5.616413 -5.278524 -1.709728
H -5.188029 -5.688867 -3.361460
H -7.149514 -4.392479 -3.384318
H -5.913027 -3.356575 -4.075747
H -5.244583 -1.512308 -2.968154
H -4.952774 -2.013228 -1.282691
H -6.302603 -0.941784 -1.663446

Cartesian forces (eV/Å) of the 2 atoms listed first:
-0.3084 -0.4007 -0.2754
0.4710 -0.0596 -0.2457

Here are the Löwdin charges for atoms 1 to 2, given in e: 0.1522, -0.3057